1.
Molecular formula: C3H6P2
Method: DFT, ωB97M-V with the def2-TZVPD basis set

Element x y z (Å)
C 1.8372 1.1169 0.3487
C -1.2592 0.7341 -0.2870
C 0.5948 -1.3461 -0.4233
P 2.2229 -0.3464 -0.0163
P -0.8702 -0.8166 0.3969
H 2.4017 2.0447 0.5603
H -1.4643 1.5867 0.2859
H -1.4411 0.8008 -1.3836
H 0.4328 -1.6173 -1.5425
H 0.9490 -2.3525 -0.2670
H -0.2949 -0.3876 1.5641

Properties
Electronic energy ... -800.40464 Eh
F_max ... 0.0666 hartree/bohr
HOMO level (alpha / beta) ... -8.27 / -7.64 eV

2.
Molecular formula: C2H4F2N
Method: DFT, ωB97M-V with the def2-TZVPD basis set

Element x y z (Å)
C -0.5321 -0.0405 -0.7695
C -0.4975 0.0789 0.7609
N 0.5703 -0.3680 0.0019
F 1.3079 -1.4296 0.0730
F 2.1328 1.2713 -0.0386
H -1.0525 -0.8470 -1.2931
H -0.4992 0.8805 -1.3552
H -0.4358 1.0817 1.1900
H -0.9940 -0.6271 1.4305

Properties
Electronic energy ... -332.46323 Eh
Total charge ... +1
F_max ... 0.0927 hartree/bohr
HOMO level (alpha / beta) ... -17.70 / -17.70 eV

3.
Molecular formula: C43H46N11OPbS3
Method: DFT, ωB97M-V with the def2-TZVPD basis set

Element x y z (Å)
Pb 0.7807 0.2263 0.6231
C 0.7312 2.8094 5.3030
C 1.4666 2.7897 4.1252
N 0.8916 2.9170 2.9375
C -0.4304 3.0759 2.9276
C -1.1671 3.0541 4.1096
N -0.5916 2.9219 5.2983
C -1.0797 3.2811 1.6050
C -2.2609 4.0008 1.4861
C -2.8235 4.1979 0.2330
C -2.1554 3.6711 -0.8661
C -0.9872 2.9533 -0.6649
N -0.4644 2.7490 0.5471
C -0.2663 2.3414 -1.8154
C -0.9589 1.7020 -2.8404
N -0.3371 1.1209 -3.8610
C 0.9872 1.1925 -3.8540
C 1.6851 1.8169 -2.8271
N 1.0654 2.3834 -1.8019
C -4.0905 4.9478 0.0760
C -5.0369 4.5658 -0.8683
C -6.2155 5.2887 -0.9679
N -6.4985 6.3431 -0.2090
C -5.5875 6.7096 0.6877
C -4.3808 6.0513 0.8704
H 1.2198 2.7173 6.2657
H 2.5425 2.6635 4.1442
H -2.2491 3.1228 4.0980
H -2.7434 4.4091 2.3636
H -2.5245 3.8372 -1.8698
H -2.0423 1.6444 -2.8242
H 1.5158 0.7380 -4.6849
H 2.7681 1.8595 -2.8365
H -4.8764 3.7034 -1.5020
H -6.9704 5.0029 -1.6919
H -5.8298 7.5770 1.2910
H -3.6738 6.4171 1.6037
C -5.3088 0.8815 0.6473
C -4.2466 0.7410 -0.2332
C -2.9775 0.4582 0.2492
C -2.7846 0.3113 1.6145
C -3.8466 0.4348 2.5042
C -5.1086 0.7231 2.0152
N -1.4443 0.0494 2.0433
N -1.2888 -0.0539 3.2669
C 0.0503 -0.2591 3.7128
C 0.1613 -0.4858 5.0818
C 1.4140 -0.7168 5.6314
C 2.5310 -0.6952 4.8079
C 2.3980 -0.4426 3.4430
C 1.1562 -0.2210 2.8562
H -6.2983 1.1045 0.2689
H -4.4077 0.8412 -1.3001
H -2.1437 0.3186 -0.4280
H -3.6766 0.2946 3.5618
H -5.9428 0.8113 2.6987
H -0.7326 -0.4810 5.6927
H 1.5176 -0.9035 6.6922
H 3.5142 -0.8613 5.2330
H 3.2916 -0.4001 2.8283
S -2.1090 -2.7297 -0.4790
C -1.0852 -2.9894 0.7855
N 0.2485 -2.6967 0.8190
C 1.0034 -3.4299 1.8366
C 0.0531 -3.6338 3.0134
S -1.6007 -3.7333 2.2714
H 0.6657 -2.5914 -0.1060
H 1.8724 -2.8473 2.1433
H 1.3366 -4.3903 1.4337
H 0.0981 -2.8048 3.7147
H 0.2688 -4.5596 3.5412
C 5.1669 -3.0130 -2.1164
C 4.5045 -1.7462 -1.6003
S 3.6708 -1.9724 -0.0227
O 3.1790 -0.5866 0.3328
C 5.0821 -2.2644 1.0623
C 6.1049 -1.1426 1.0833
H 5.5408 -2.8454 -3.1264
H 4.4630 -3.8459 -2.1556
H 6.0158 -3.3100 -1.5001
H 3.6916 -1.4200 -2.2497
H 5.1981 -0.9125 -1.4859
H 5.5036 -3.2293 0.7704
H 4.6175 -2.4059 2.0406
H 6.7050 -1.1263 0.1741
H 6.7840 -1.2782 1.9242
H 5.6096 -0.1777 1.1955
N 1.0593 -1.8556 -1.8976
C 0.8501 -2.0639 -3.0202
N 0.5920 -2.3213 -4.2766
C -0.6645 -3.0049 -4.6349
C -0.3709 -4.4348 -5.0638
C 0.6910 -4.4664 -6.1614
C 1.9668 -3.7502 -5.7187
C 1.6531 -2.3237 -5.2874
H -1.1210 -2.4399 -5.4522
H -1.3297 -2.9550 -3.7742
H -1.2940 -4.9065 -5.4043
H -0.0222 -4.9994 -4.1939
H 0.2978 -3.9827 -7.0621
H 0.9185 -5.4972 -6.4347
H 2.6999 -3.7310 -6.5270
H 2.4208 -4.2863 -4.8786
H 1.3013 -1.7337 -6.1386
H 2.5240 -1.8174 -4.8721

Properties
Electronic energy ... -3730.94588 Eh
Total charge ... +1
F_max ... 0.0062 hartree/bohr
HOMO level ... -10.49 eV

4.
Molecular formula: C4H10N2O
Method: DFT, ωB97M-V with the def2-TZVPD basis set

Element x y z (Å)
C -1.5902 0.9824 -0.3487
C -0.4906 0.1116 -1.0157
C 0.1056 -0.9200 -0.0448
C 1.3228 -0.3459 0.6221
N 2.4938 -0.4376 -0.1413
O 1.3745 0.1966 1.6975
N -2.9388 0.4547 -0.4319
H -1.2421 1.1149 0.6841
H -1.5464 1.9873 -0.7505
H 0.2844 0.7165 -1.4868
H -0.9151 -0.4299 -1.8733
H 0.4225 -1.7675 -0.6439
H -0.6121 -1.2542 0.7099
H 3.0930 0.3603 -0.0232
H 2.6049 -1.0531 -0.9250
H -2.9870 -0.4769 -0.0460
H -3.2587 0.4903 -1.3888

Properties
Electronic energy ... -343.16716 Eh
F_max ... 0.0283 hartree/bohr
HOMO level ... -9.29 eV

Calculated energy above the lowest of the compared OMol25 structures with the same formula, charge and spin (eV), listed in the same order as above: 4.317, 4.118, 0.000, 0.933